(1)
32
Properties=species:S:1:pos:R:3 method="wB97M-V/def2-TZVPD" orbital_gap_ev=8.66 e_lumo_ev=0.18 smiles="C=C(O)/C=C/C.O.O.O.O.O.O"
C -2.316 -0.178 -2.375
C -1.083 -0.600 -2.004
O 0.185 -0.076 -2.252
C -0.714 -1.687 -0.995
C 0.392 -2.502 -1.216
C 0.833 -3.438 -0.189
H -2.386 0.830 -2.738
H -3.134 -0.793 -2.044
H 0.148 0.878 -2.189
H -1.426 -1.907 -0.318
H 0.978 -2.486 -2.076
H 0.573 -3.242 0.802
H 0.445 -4.381 -0.364
H 1.837 -3.832 -0.149
O -2.299 1.602 2.031
H -3.181 1.358 1.754
H -1.883 2.022 1.251
O -1.616 -2.031 2.213
H -1.076 -1.297 2.173
H -2.531 -1.758 2.388
O 0.678 0.874 3.245
H -0.198 0.754 2.954
H 0.848 1.589 3.739
O 2.624 0.658 1.760
H 1.693 0.669 1.904
H 2.710 -0.273 1.953
O 0.092 3.639 -0.649
H 0.533 3.564 -1.596
H 0.754 3.564 0.065
O 2.495 1.844 -1.670
H 2.568 2.184 -2.526
H 2.776 0.900 -1.746

=====

(2)
19
Properties=species:S:1:pos:R:3 method="wB97M-V/def2-TZVPD" orbital_gap_ev="9.45 / 5.64" e_lumo_ev="0.80 / -3.01" multiplicity=2
C -0.529 -0.927 2.136
C -1.213 -0.414 0.936
C -1.989 1.233 -0.379
C -2.097 -1.071 0.155
N -1.142 0.949 0.618
N -2.636 -0.129 -0.686
H -2.201 2.203 -0.646
H -0.596 -2.095 2.187
H -0.870 -0.467 2.995
H -3.446 -0.227 -1.255
H -2.470 -2.148 -0.037
H 0.574 -0.645 2.093
C 2.694 1.043 -0.733
C 2.643 -0.176 -1.712
O 2.775 -1.359 -1.245
O 2.683 0.032 -2.927
H 2.364 0.861 0.347
H 1.759 1.649 -1.081
H 3.700 1.687 -0.765

=====

Energy relative to the best compared isomer or geometry (same formula, charge and spin) per entry: 4.1502, 2.2985 eV